Computed, not measured: C40H30Br2I2N6O5STl as an isolated structure, with ωB97M-V/def2-TZVPD.

```
! RIJCOSX wB97M-V def2-TZVPD def2/J DEFGRID3
* xyz -1 1
Tl -0.0203 0.2888 -0.2046
I -6.8967 2.0895 3.7177
C -5.3466 1.5761 2.3961
C -5.5798 1.5788 1.0279
C -4.5354 1.2449 0.1891
I -4.8426 1.2521 -1.8841
C -3.2138 0.9095 0.6319
O -2.3066 0.6179 -0.2337
C -3.0362 0.9352 2.0527
C -1.6922 0.7190 2.7044
N -0.9113 -0.3606 2.0809
C -1.5196 -1.6705 2.2685
C -1.3301 -2.6344 1.1222
C -1.5504 -3.9965 1.3098
C -1.5320 -4.8363 0.2124
C -1.3159 -4.2921 -1.0475
C -1.0832 -2.9343 -1.1356
N -1.0682 -2.1285 -0.0705
C -4.0974 1.2475 2.8908
H -6.5507 1.8335 0.6241
H -1.1006 1.6254 2.6214
H -1.8504 0.5115 3.7696
H 0.0152 -0.3654 2.4684
H -1.1845 -2.1463 3.1930
H -2.5965 -1.5200 2.3560
H -1.7350 -4.3765 2.3075
H -1.6915 -5.9014 0.3353
H -1.3129 -4.9075 -1.9386
H -0.9023 -2.4613 -2.0974
H -3.9267 1.2583 3.9625
Br 2.0499 -1.9522 -1.3751
C 1.4398 -1.5157 -3.1190
C 1.8680 -2.3462 -4.1111
C 1.5643 -2.0602 -5.4563
C 0.8790 -0.9232 -5.7598
C 0.4279 -0.0446 -4.7421
C -0.2339 1.1559 -5.0970
C -0.6656 2.0188 -4.1375
C -0.5176 1.6884 -2.7724
C 0.0943 0.5290 -2.3799
C 0.6475 -0.3507 -3.3612
H 2.4655 -3.2139 -3.8570
H 1.9034 -2.7316 -6.2368
H 0.6698 -0.6624 -6.7927
H -0.3768 1.3694 -6.1515
H -1.1548 2.9485 -4.4057
H -0.9013 2.3823 -2.0335
N 1.8394 1.6115 7.5699
C 2.0470 0.9978 6.3341
C 3.1435 1.3512 5.5451
C 3.3516 0.7608 4.3129
C 2.4582 -0.1996 3.8434
C 1.4104 -0.6136 4.6600
C 1.2029 -0.0214 5.8943
S 2.5652 -0.8601 2.1920
O 1.6095 -1.9499 2.1704
O 3.9407 -1.1504 1.9072
N 1.9450 0.2184 1.1562
C 2.6501 1.3457 0.7544
N 2.1913 1.8861 -0.3875
C 2.6917 3.0487 -0.7630
C 3.7043 3.6837 -0.0615
C 4.1723 3.0076 1.0464
N 3.6663 1.8505 1.4653
H 2.2315 2.5329 7.6582
H 0.8998 1.5552 7.9231
H 3.8294 2.1134 5.9024
H 4.1912 1.0410 3.6948
H 0.7763 -1.4242 4.3270
H 0.3787 -0.3445 6.5220
H 2.2727 3.4730 -1.6700
H 4.0982 4.6445 -0.3625
H 4.9875 3.4095 1.6444
Br 1.2261 5.0552 2.6980
C -0.6752 5.0148 2.6441
C -1.3788 5.6475 3.6598
C -2.7655 5.5851 3.6646
C -3.4325 4.9010 2.6543
C -2.7102 4.2869 1.6417
C -1.3150 4.3326 1.6229
C -0.5658 3.5836 0.5273
O -0.3111 4.1676 -0.5265
O -0.3042 2.3794 0.8594
H -0.8411 6.1782 4.4363
H -3.3220 6.0730 4.4579
H -4.5156 4.8297 2.6622
H -3.2266 3.7568 0.8467
*
```

Calculated values
ΔE to the lowest compared entry with this formula, charge and spin   0.267 eV
Max |F|   0.6 eV Å⁻¹
Frontier orbital gap   0.2586 Eh
Total energy   -232963.384 eV

---

Computed, not measured: C10H10ClFTi as an isolated structure in a non-equilibrium geometry, with ωB97M-V/def2-TZVPD.

```
! RIJCOSX wB97M-V def2-TZVPD def2/J DEFGRID3
* xyz 0 1
C 1.1790 0.9503 2.0746
C 1.2039 1.8103 0.9029
C 1.9694 1.1703 -0.1069
H 0.7899 2.8235 0.8380
C 2.3310 -0.1212 0.3467
C 1.8800 -0.2793 1.7070
H 1.9645 -1.1671 2.3065
H 0.6674 1.1505 2.9976
H 2.3071 1.6387 -1.0500
H 2.9165 -0.8498 -0.2309
Ti -0.0545 -0.1826 0.7948
Cl -1.9534 0.7238 1.6264
C -1.7677 -0.4426 -1.7300
C -0.5574 -0.9606 -2.2886
C 0.3170 0.1462 -2.5541
H -0.3147 -2.0097 -2.4154
C -0.3452 1.3398 -2.1567
C -1.6434 0.9857 -1.6462
H -2.3694 1.6666 -1.2160
H -2.6070 -1.0220 -1.3713
H 1.3315 0.0636 -2.9112
H 0.0661 2.3409 -2.1453
F -0.1500 -1.9633 0.5387
*
```

Calculated values
Max |F|   6.0 eV Å⁻¹
Frontier orbital gap (alpha / beta)   0.2011 / 0.2013 Eh
Total energy   -48887.200 eV

---

Computed, not measured: a 10-piece molecular cluster, C30H70N10O10 overall in a non-equilibrium geometry, with ωB97M-V/def2-TZVPD.

```
! RIJCOSX wB97M-V def2-TZVPD def2/J DEFGRID3
* xyz 0 1
C 0.5429 -1.8444 1.8036
N 0.4699 -1.0092 0.6263
C -0.4183 -1.2435 -0.2873
C -0.4675 -0.1187 -1.3799
O -1.2324 -2.1649 -0.3312
H 0.2552 -2.8495 1.7984
H -0.0890 -1.3805 2.5552
H 1.4071 -1.5679 2.2278
H 0.8872 -0.0708 0.7178
H 0.4953 -0.0943 -1.8583
H -0.7887 0.9080 -0.9240
H -1.1352 -0.4736 -2.1319
C -0.1099 -2.9305 -3.7866
N 1.2266 -2.3750 -3.7456
C 1.5042 -1.1894 -4.2617
C 2.9277 -0.8425 -4.2003
O 0.6564 -0.4002 -4.8024
H -0.0274 -3.8277 -3.1210
H -0.0807 -3.2409 -4.8048
H -0.8594 -2.1735 -3.4322
H 2.0533 -2.7301 -3.0108
H 3.5995 -1.0867 -3.3811
H 3.2001 0.0072 -4.5197
H 3.4280 -1.3921 -4.8871
C -7.7009 -0.0453 -0.1994
N -6.3879 -0.3980 -0.4837
C -5.6963 0.5452 -1.0616
C -4.1368 0.2323 -1.3789
O -6.0357 1.6807 -1.3903
H -8.1663 -1.0688 0.2716
H -8.2241 0.1897 -1.1369
H -7.7269 0.6990 0.3112
H -6.2027 -1.3520 -0.1922
H -3.9123 0.9648 -2.1413
H -3.9837 -0.9350 -1.6006
H -3.2138 0.1925 -0.4927
C 2.7756 -2.8029 -0.8577
N 2.9875 -3.6244 -1.9502
C 4.1086 -3.5377 -2.7519
C 4.2434 -4.3433 -3.9903
O 5.0953 -2.9496 -2.2962
H 3.2609 -3.1266 0.1066
H 1.7163 -2.9548 -0.5047
H 3.0055 -1.7818 -0.7419
H 2.4753 -4.4168 -2.0968
H 4.5977 -5.2873 -3.5282
H 4.9755 -4.0005 -4.7159
H 3.1232 -4.3617 -4.6110
C 1.1422 -1.5334 7.8253
N 0.4225 -0.4545 7.1957
C 0.3696 -0.3796 5.8708
C -0.3190 0.8745 5.2707
O 0.8770 -1.1693 5.0773
H 0.5827 -2.4663 7.7240
H 1.2409 -1.1336 8.8342
H 2.2453 -1.6013 7.4397
H 0.0046 0.1327 7.6755
H -1.3561 0.4463 5.1685
H -0.0247 1.0423 4.3572
H -0.0365 1.8128 5.8206
C -2.5883 -4.1774 1.5666
N -3.0632 -2.7674 1.4798
C -3.5489 -2.0492 2.5375
C -3.5267 -0.5806 2.3931
O -3.7479 -2.5587 3.5653
H -3.3186 -5.0409 1.8577
H -1.7931 -4.2799 2.2830
H -2.0365 -4.4305 0.6226
H -2.5243 -2.3875 0.6392
H -4.4431 -0.2744 1.8743
H -2.8383 -0.2038 1.8196
H -3.3841 0.0906 3.3819
C 1.9451 4.0382 -1.2483
N 2.9002 2.8918 -1.2725
C 2.6341 1.8941 -0.4750
C 3.7983 0.8574 -0.1952
O 1.6592 1.8439 0.2985
H 1.1057 3.7964 -1.5091
H 2.3396 4.9486 -1.7505
H 1.8295 4.4635 -0.3161
H 3.7171 3.0549 -1.9840
H 4.6561 1.3909 0.2293
H 4.3079 0.5221 -1.1100
H 3.6062 -0.2476 0.2351
C -1.4927 2.6339 1.6797
N -2.5869 3.3535 0.9862
C -2.7223 3.6037 -0.3271
C -3.9873 4.5384 -0.6776
O -1.9392 3.2152 -1.2042
H -0.7222 3.1696 1.4814
H -1.3578 1.5767 1.5539
H -1.9059 2.7474 2.6097
H -3.4433 3.4741 1.5271
H -3.9433 5.5324 -0.3010
H -4.9444 4.0738 -0.3146
H -4.1093 4.7089 -1.6866
C -3.8629 2.8050 -4.3917
N -2.5029 2.8494 -4.0044
C -1.4889 2.5421 -4.8324
C -0.0342 2.7207 -4.1682
O -1.5079 2.4404 -5.9582
H -4.0998 1.9630 -4.7879
H -4.1373 3.6187 -5.3061
H -4.6111 2.8658 -3.5704
H -2.3709 3.2876 -2.9956
H 0.6857 2.2213 -4.8229
H -0.1836 2.0411 -3.3298
H 0.3075 3.7242 -4.1734
C 3.6294 0.0745 3.6972
N 5.0158 -0.0595 3.0676
C 5.9091 0.8604 3.0502
C 7.2384 0.6487 2.2964
O 5.7413 1.9684 3.6582
H 3.0349 0.4912 2.8611
H 3.6074 0.5578 4.5845
H 3.5809 -0.9488 4.0194
H 5.2701 -0.8024 2.5832
H 7.6994 -0.1116 2.9552
H 7.9571 1.3667 2.3644
H 7.0202 0.4554 1.2638
*
```

Calculated values
ΔE to the lowest compared entry with this formula, charge and spin   16.851 eV
Structure (SMILES)   CNC(C)=O.CNC(C)=O.CNC(C)=O.CNC(C)=O.CNC(C)=O.CNC(C)=O.CNC(C)=O.CNC(C)=O.CNC(C)=O.CNC(C)=O
Max |F|   12.5 eV Å⁻¹
Frontier orbital gap   0.3115 Eh
Total energy   -67610.850 eV

---

Computed, not measured: C40H37BBr4Cl5N10O4PbS as an isolated structure, with ωB97M-V/def2-TZVPD.

```
! RIJCOSX wB97M-V def2-TZVPD def2/J DEFGRID3
* xyz -1 1
Pb 0.1265 -0.5764 -0.3181
C -1.5249 3.6111 -3.1260
C -1.2809 2.1244 -2.8962
C -1.9427 1.3014 -4.0142
C 0.1817 1.8062 -2.8737
C 1.2287 2.5030 -3.4906
C 2.3239 1.6745 -3.3704
N 1.9555 0.5642 -2.7196
N 0.6445 0.6539 -2.3821
B 2.7409 -0.7777 -2.7211
N 3.4943 -1.1402 -1.4133
C 4.7431 -0.7443 -1.0872
C 5.2232 -1.5862 -0.1138
C 4.1776 -2.5150 0.0924
N 3.1380 -2.2160 -0.6715
C 4.2417 -3.8115 0.8581
C 4.7682 -3.6071 2.2717
C 2.8877 -4.5165 0.8706
N 1.7515 -1.9231 -3.0321
C 1.9054 -2.8294 -4.0069
C 0.9279 -3.7909 -3.8687
C 0.1873 -3.3856 -2.7445
N 0.6867 -2.2459 -2.2641
C -0.9853 -4.0765 -2.1021
C -0.6987 -4.4150 -0.6352
C -1.3734 -5.3359 -2.8725
H -2.5893 3.8356 -3.0476
H -1.1806 3.9072 -4.1211
H -1.0010 4.2095 -2.3800
H -1.7042 1.8202 -1.9388
H -1.6226 1.6657 -4.9938
H -3.0308 1.3874 -3.9534
H -1.6661 0.2511 -3.9342
H 1.1884 3.4683 -3.9655
H 3.3332 1.7962 -3.7290
H 3.5551 -0.6990 -3.6052
H 5.2157 0.0847 -1.5918
H 6.1900 -1.5575 0.3628
H 4.9567 -4.4438 0.3188
H 4.0440 -3.0289 2.8374
H 5.7177 -3.0675 2.2728
H 4.9157 -4.5635 2.7782
H 2.1570 -3.9177 1.4183
H 2.9696 -5.4944 1.3502
H 2.5210 -4.6453 -0.1473
H 2.7037 -2.7435 -4.7259
H 0.7712 -4.6530 -4.4943
H -1.8344 -3.3958 -2.1181
H 0.1195 -5.1338 -0.5607
H -1.5876 -4.8432 -0.1679
H -0.4153 -3.5232 -0.0745
H -0.5445 -6.0472 -2.8820
H -1.6444 -5.0997 -3.9031
H -2.2287 -5.8163 -2.3951
Br 0.3477 6.0769 4.0814
C 0.0534 4.6047 2.9307
C -1.0606 4.5960 2.1077
Br -2.2834 6.0338 2.1237
C -1.2548 3.5330 1.2396
Br -2.8769 3.3299 0.3059
C -0.2779 2.5336 1.0211
O -0.4139 1.7193 0.0383
C 0.8442 2.5449 1.9051
O 1.7391 1.5163 1.5786
C 0.9623 3.5283 2.8819
Br 2.2218 3.4847 4.3066
N -6.2267 5.1623 2.5862
C -5.5608 3.9378 2.6941
C -5.9748 2.8286 1.9601
C -5.2788 1.6333 2.0282
C -4.1426 1.5319 2.8223
C -3.7882 2.6082 3.6319
C -4.4983 3.7918 3.5838
S -3.0232 0.1285 2.8924
O -1.9251 0.6464 3.6721
O -3.7029 -1.0271 3.4251
N -2.3740 -0.1864 1.4270
C -3.0305 -0.6790 0.3962
N -4.3447 -1.0441 0.4257
C -4.9142 -1.4635 -0.6792
C -4.2570 -1.5326 -1.9052
C -2.9215 -1.2096 -1.8648
N -2.2834 -0.8499 -0.7556
H -6.7131 5.2996 1.7159
H -5.6626 5.9567 2.8400
H -6.8441 2.9142 1.3161
H -5.5981 0.7795 1.4609
H -2.9334 2.5014 4.2841
H -4.2172 4.6277 4.2136
H -5.9590 -1.7563 -0.5895
H -4.7504 -1.8245 -2.8198
H -2.3115 -1.2318 -2.7612
Cl 1.4505 -0.6992 3.6076
C 2.8110 0.3048 3.3671
C 2.8361 1.2232 2.3249
C 4.0428 1.8145 1.9663
Cl 4.0716 2.8290 0.5826
C 5.1791 1.6420 2.7437
Cl 6.6512 2.4119 2.3111
C 5.1002 0.8739 3.9024
Cl 6.4719 0.7141 4.9245
C 3.9232 0.1872 4.1990
Cl 3.8599 -0.8444 5.5715
*
```

Calculated values
ΔE to the lowest compared entry with this formula, charge and spin   0.000 eV
Max |F|   0.9 eV Å⁻¹
Frontier orbital gap   0.2654 Eh
Total energy   -424718.891 eV

---

Computed, not measured: a 2-piece molecular cluster, C2H3N3O3 overall in a non-equilibrium geometry, with ωB97M-V/def2-TZVPD.

```
! RIJCOSX wB97M-V def2-TZVPD def2/J DEFGRID3
* xyz 0 1
C 0.2062 0.1543 -0.2726
C 1.1654 -0.1741 0.8946
H -0.9841 2.9548 -0.1823
H 1.8979 0.2997 1.5491
H -1.9474 -0.7785 -0.4205
N -0.6347 1.1767 -0.5992
N 1.1894 -1.5327 1.0030
N -0.0984 -1.1317 -0.6985
O 0.2257 2.3719 -0.3333
O 0.3818 -2.1401 0.2390
O -1.4019 -1.2004 -1.1791
*
```

Calculated values
ΔE to the lowest compared entry with this formula, charge and spin   8.643 eV
Max |F|   8.0 eV Å⁻¹
Frontier orbital gap   0.3147 Eh
Total energy   -12725.315 eV

---

Computed, not measured: a 3-piece molecular cluster, C26H51F3N4O2 overall in a non-equilibrium geometry, with ωB97M-V/def2-TZVPD.

```
! RIJCOSX wB97M-V def2-TZVPD def2/J DEFGRID3
* xyz 0 1
C -1.7833 -0.7063 1.9034
O -1.7771 -0.8908 0.5034
C -2.1402 0.2792 -0.2022
C -2.3489 -0.0177 -1.7028
C -1.8731 -1.3972 -2.1827
C -2.7894 -2.5565 -1.7776
C -4.1617 -2.5032 -2.4565
C -5.3319 -3.1999 -1.7543
C -5.4577 -3.0081 -0.2154
C -6.8365 -3.4058 0.1405
N -7.9005 -3.7403 0.3803
C -5.2273 -1.5219 0.2095
C -5.4400 -1.3396 1.6583
N -5.6097 -1.1473 2.7706
C -6.0794 -0.4909 -0.5692
C -7.4395 -0.1136 0.0317
O -7.3828 0.9625 0.9549
C -4.4732 -3.9560 0.5642
F -3.5392 -3.2636 1.2292
F -5.1131 -4.7152 1.4549
F -3.8247 -4.7800 -0.2670
H -1.6194 -1.6803 2.3663
H -0.9875 -0.0167 2.2184
H -2.7494 -0.3086 2.2476
H -3.0652 0.6867 0.2401
H -1.3657 1.0504 -0.0677
H -1.8076 0.7424 -2.2747
H -3.4061 0.1384 -1.9452
H -1.7541 -1.3722 -3.2732
H -0.8832 -1.5939 -1.7611
H -2.8742 -2.5182 -0.6906
H -2.2985 -3.5039 -2.0221
H -4.0702 -2.9607 -3.4486
H -4.4311 -1.4576 -2.6414
H -5.3210 -4.2740 -1.9559
H -6.2647 -2.8292 -2.1879
H -4.1678 -1.2966 0.0523
H -5.4907 0.4316 -0.6463
H -6.2310 -0.8380 -1.5923
H -8.0840 0.2203 -0.7848
H -7.9266 -0.9790 0.4993
H -6.6275 0.8520 1.5440
C 1.4367 0.9933 -1.9881
C 2.0228 2.2582 -2.5937
N 1.5277 3.4642 -1.9526
C 1.8088 4.6800 -2.6968
C 3.2744 5.0886 -2.8814
C 1.7193 3.5342 -0.5127
C 3.1503 3.4155 0.0265
H 0.3474 1.0482 -1.9712
H 1.7278 0.1231 -2.5785
H 1.7838 0.8266 -0.9679
H 1.7309 2.3150 -3.6462
H 3.1220 2.1811 -2.5840
H 1.2668 5.4974 -2.2132
H 1.3563 4.5603 -3.6861
H 3.7165 5.4612 -1.9582
H 3.3415 5.8878 -3.6220
H 3.8837 4.2576 -3.2397
H 1.1145 2.7475 -0.0539
H 1.2802 4.4752 -0.1720
H 3.6925 2.5888 -0.4356
H 3.1220 3.2256 1.1018
H 3.7279 4.3258 -0.1280
C 6.4699 -2.0429 4.2064
C 5.6576 -1.7268 2.9600
N 5.1403 -0.3694 2.9489
C 4.1173 -0.1438 1.9445
C 4.5143 -0.2632 0.4690
C 6.1300 0.6852 3.1017
C 7.2833 0.7365 2.0918
H 5.9000 -1.8068 5.1061
H 6.7204 -3.1043 4.2251
H 7.4074 -1.4864 4.2385
H 4.7926 -2.3952 2.9241
H 6.2645 -1.9637 2.0713
H 3.6950 0.8503 2.1192
H 3.3086 -0.8548 2.1426
H 5.1307 0.5737 0.1415
H 3.6154 -0.2682 -0.1507
H 5.0540 -1.1884 0.2622
H 6.5559 0.6045 4.1045
H 5.5921 1.6369 3.0876
H 7.7337 -0.2465 1.9450
H 8.0658 1.4018 2.4617
H 6.9679 1.1102 1.1186
*
```

Calculated values
Structure (SMILES)   COCCCCCC[C@](C#N)([C@H](C#N)CCO)C(F)(F)F.CCN(CC)CC.CCN(CC)CC
Max |F|   1.0 eV Å⁻¹
Frontier orbital gap   0.3210 Eh
Total energy   -45995.539 eV

---

Q: max |F| of number 1 (C40H30Br2I2N6O5STl)?
A: 0.6 eV Å⁻¹